Below is a structure of composition C40H78F3GaNO11, with properties calculated with ωB97M-V with the def2-TZVPD basis set.

Atoms and positions in Å:
C -1.315 3.805 2.174
C -2.679 3.904 1.468
C -3.171 2.578 0.857
C -3.570 2.639 -0.632
C -2.692 1.796 -1.574
C -1.201 1.798 -1.230
C -0.265 1.415 -2.369
Ga 1.632 1.652 -1.715
C 1.828 0.468 -0.069
C 1.883 1.253 1.175
N 1.236 0.952 2.235
C 1.913 3.576 -1.108
O 1.776 4.516 -2.225
C 1.526 5.782 -1.833
C 2.700 6.405 -1.129
O 0.497 6.359 -2.082
C 2.997 1.162 -3.200
F 3.551 -0.093 -3.061
F 2.470 1.134 -4.464
F 4.104 1.976 -3.334
H -1.056 2.772 2.401
H -0.526 4.201 1.533
H -1.292 4.391 3.092
H -2.614 4.665 0.690
H -3.417 4.261 2.188
H -2.421 1.809 1.021
H -4.053 2.265 1.420
H -3.556 3.673 -0.982
H -4.603 2.296 -0.729
H -3.066 0.767 -1.600
H -2.796 2.170 -2.596
H -0.937 2.792 -0.850
H -1.028 1.108 -0.400
H -0.471 2.002 -3.266
H -0.381 0.354 -2.614
H 0.967 -0.197 0.029
H 2.733 -0.138 -0.119
H 2.487 2.171 1.167
H 1.428 1.619 2.981
H 1.203 3.848 -0.323
H 2.915 3.688 -0.674
H 2.757 6.077 -0.094
H 3.611 6.101 -1.641
H 2.615 7.487 -1.183
C -0.791 -0.581 5.754
C -1.918 0.146 5.054
O -1.910 1.349 4.939
C -3.039 -0.690 4.492
H -0.045 0.141 6.075
H -1.173 -1.125 6.620
H -0.327 -1.294 5.070
H -3.530 -1.263 5.281
H -2.641 -1.392 3.756
H -3.774 -0.049 4.018
C -7.646 -1.276 1.618
C -6.273 -0.872 2.094
O -5.994 -0.805 3.270
C -5.252 -0.548 1.027
H -8.297 -1.482 2.463
H -8.080 -0.476 1.016
H -7.582 -2.169 0.993
H -5.606 0.276 0.406
H -5.100 -1.414 0.379
H -4.306 -0.269 1.484
C 7.963 5.100 -3.018
C 6.677 4.929 -2.239
O 6.065 5.878 -1.811
C 6.189 3.516 -2.032
H 8.203 6.157 -3.102
H 8.779 4.578 -2.514
H 7.854 4.669 -4.015
H 6.939 2.935 -1.491
H 6.015 3.031 -2.995
H 5.258 3.526 -1.470
C 6.887 -0.575 -0.790
C 5.922 -1.382 0.044
O 4.891 -0.911 0.458
C 6.318 -2.814 0.329
H 6.491 0.428 -0.928
H 7.854 -0.529 -0.284
H 7.023 -1.043 -1.766
H 7.273 -2.834 0.857
H 6.438 -3.361 -0.608
H 5.550 -3.291 0.933
C 12.096 -0.739 -0.150
C 11.069 -0.504 0.929
O 9.990 -1.049 0.916
C 11.466 0.448 2.032
H 11.701 -1.440 -0.882
H 12.344 0.201 -0.646
H 13.001 -1.148 0.301
H 11.694 1.430 1.614
H 12.364 0.077 2.530
H 10.655 0.537 2.749
C -10.259 -4.309 4.293
C -10.697 -3.965 2.888
O -10.447 -2.890 2.395
C -11.460 -5.024 2.132
H -9.721 -3.469 4.727
H -11.129 -4.544 4.909
H -9.611 -5.186 4.277
H -12.380 -5.268 2.669
H -10.861 -5.930 2.038
H -11.696 -4.657 1.138
C -11.600 -5.447 -2.519
C -10.267 -5.094 -1.904
O -10.114 -5.029 -0.706
C -9.146 -4.806 -2.871
H -12.335 -5.627 -1.738
H -11.926 -4.619 -3.151
H -11.506 -6.335 -3.145
H -9.424 -3.980 -3.530
H -8.960 -5.678 -3.499
H -8.242 -4.552 -2.322
C 16.766 -1.344 0.566
C 15.795 -2.154 1.392
O 14.753 -1.685 1.787
C 16.188 -3.579 1.698
H 16.372 -0.343 0.414
H 17.730 -1.284 1.074
H 16.925 -1.825 -0.401
H 17.132 -3.597 2.246
H 16.328 -4.136 0.770
H 15.413 -4.054 2.293
C -13.360 -1.768 -4.529
C -11.878 -1.989 -4.720
O -11.452 -2.947 -5.323
C -10.958 -0.957 -4.115
H -13.916 -2.572 -5.004
H -13.599 -1.737 -3.464
H -13.655 -0.813 -4.966
H -11.115 -0.900 -3.036
H -11.169 0.027 -4.537
H -9.923 -1.222 -4.318

Force components x, y, z for each atom (eV/Å):
0.031 0.159 -0.246
0.237 -0.043 0.153
-0.428 0.178 -0.008
0.142 -0.262 -0.051
-0.016 0.020 -0.040
-0.058 -0.007 0.020
0.424 -0.054 0.061
-0.541 0.071 0.094
-0.109 0.097 -0.010
-0.092 0.159 0.410
-0.079 -0.134 0.015
0.593 -0.182 -0.188
-0.823 -0.245 -0.065
0.134 0.100 0.082
0.056 0.414 -0.213
0.300 -0.223 -0.106
0.157 -0.211 -0.176
-0.006 -0.059 0.117
-0.114 0.074 -0.024
-0.116 0.043 0.063
-0.012 -0.007 0.176
0.072 -0.088 -0.052
-0.008 -0.063 0.091
-0.061 0.043 -0.044
-0.069 0.027 -0.021
0.060 -0.078 -0.033
0.048 -0.102 0.106
0.029 0.088 0.090
-0.095 0.094 -0.120
0.077 -0.094 0.034
-0.109 0.044 -0.025
-0.012 0.065 -0.028
0.049 0.069 0.111
-0.042 0.002 -0.061
-0.176 -0.025 -0.148
0.072 -0.209 -0.112
0.098 0.040 -0.151
0.274 -0.115 -0.009
-0.076 0.116 -0.111
-0.142 -0.007 -0.013
0.052 0.140 0.015
-0.006 0.015 0.046
0.097 -0.068 0.154
-0.071 0.036 0.202
0.014 0.139 -0.019
0.069 0.001 -0.098
-0.024 0.041 0.104
0.086 0.157 -0.003
0.010 -0.008 0.012
-0.010 -0.066 -0.044
-0.037 -0.042 0.011
0.046 -0.064 -0.010
-0.003 -0.054 0.042
-0.031 -0.016 -0.004
0.024 0.006 0.184
0.119 0.061 -0.159
-0.168 -0.061 0.026
0.026 -0.018 0.137
-0.017 -0.006 -0.007
0.021 -0.029 -0.066
-0.008 0.034 -0.062
-0.005 -0.026 -0.050
-0.042 0.016 -0.051
-0.003 0.009 -0.015
-0.031 0.145 0.030
-0.141 -0.371 0.034
0.116 0.224 -0.004
0.082 0.233 0.007
0.005 0.009 -0.001
-0.009 -0.055 -0.030
0.013 -0.057 0.019
0.046 -0.015 -0.036
0.069 0.020 0.093
0.000 -0.030 -0.042
-0.094 0.154 0.073
0.038 0.008 -0.150
0.066 -0.052 0.139
-0.102 0.024 0.082
-0.034 -0.015 -0.024
0.052 -0.075 -0.068
0.056 -0.039 0.020
0.036 -0.001 -0.056
0.052 0.012 -0.007
-0.002 -0.001 -0.001
-0.151 -0.166 -0.076
0.052 0.084 0.005
-0.018 -0.043 0.003
-0.114 -0.058 0.050
-0.018 0.016 -0.007
0.070 0.015 0.058
0.052 0.110 -0.011
0.056 -0.009 -0.005
0.043 0.030 -0.042
-0.001 0.003 0.000
0.049 0.105 -0.034
0.036 -0.051 -0.012
-0.062 0.033 0.036
-0.103 0.169 -0.003
0.003 0.003 -0.002
0.004 -0.059 -0.008
-0.042 -0.038 0.010
0.050 -0.073 0.052
-0.020 -0.025 0.044
0.020 -0.036 -0.010
-0.036 0.062 0.169
0.043 0.031 -0.108
0.021 -0.057 -0.042
0.062 0.028 0.145
0.013 -0.005 0.012
-0.017 -0.088 -0.117
0.009 0.052 -0.080
-0.033 -0.052 -0.061
-0.032 0.018 -0.049
0.003 0.000 -0.002
-0.104 0.073 0.025
0.060 -0.031 -0.013
0.002 0.011 0.021
-0.113 0.022 0.057
0.000 0.002 0.000
0.025 -0.045 -0.029
0.049 -0.030 0.016
0.034 -0.008 -0.049
0.058 0.009 -0.003
-0.002 -0.001 0.001
0.013 -0.116 -0.070
0.015 0.094 0.039
-0.009 -0.048 0.060
0.069 -0.105 -0.057
-0.002 -0.001 -0.002
0.006 0.060 0.005
0.004 0.032 0.052
-0.036 0.043 -0.001
-0.035 0.019 0.046
0.004 0.008 -0.002

Values from the calculation:
- Lowest unoccupied orbital energy: 0.0545 Eh
- Max |F|: 0.9 eV/A
- Frontier orbital gap: 6.4658 eV
- Energy: -4677.70772 Ha
- Charge: -1